[1]
The following is a quantum chemistry calculation of a molecular structure, C28H49BrN3PbSi, from the Open Molecules 2025 dataset.

Output
Max |F| in eV Å⁻¹: 0.5
Total charge: +3
HOMO level in eV: -15.34

Atoms and positions in Å:
Pb: -0.39286 0.70439 0.03601
N: 1.83007 2.17683 -4.34110
C: 1.73396 2.18013 -2.83140
C: 3.06841 1.72984 -2.24673
C: 3.09900 1.82979 -0.71672
N: 2.27519 0.76935 -0.08511
C: 2.67216 3.22250 -0.25287
C: 1.36475 3.74513 -0.85248
N: 0.17155 3.14244 -0.19839
C: 1.34267 3.58192 -2.37508
H: 2.09836 1.25909 -4.70183
H: 2.53406 2.84768 -4.66259
H: 0.94232 2.43982 -4.77534
H: 0.94948 1.46767 -2.56632
H: 3.87226 2.36897 -2.62454
H: 3.28961 0.70172 -2.55091
H: 4.14174 1.69671 -0.41699
H: 2.47329 0.78676 0.91425
H: 2.60322 -0.13817 -0.40860
H: 3.46568 3.91680 -0.53526
H: 2.61203 3.24985 0.83853
H: 1.33419 4.82101 -0.66487
H: -0.66877 3.56858 -0.58751
H: 0.18593 3.43789 0.77816
H: 2.05830 4.30493 -2.77870
H: 0.35337 3.84711 -2.75989
Br: -3.17089 1.19168 0.56218
C: -3.03165 0.69218 2.43622
C: -4.21163 0.54933 3.09920
C: -4.18786 0.23382 4.47013
C: -2.98964 0.12962 5.11412
C: -1.76567 0.29797 4.42327
C: -0.54076 0.23271 5.12848
C: 0.64850 0.41228 4.48415
C: 0.65301 0.61427 3.09296
C: -0.49829 0.66504 2.33816
C: -1.75101 0.55230 3.01728
H: -5.15725 0.69314 2.59404
H: -5.11960 0.10247 5.00215
H: -2.95024 -0.07133 6.17720
H: -0.57213 0.05250 6.19570
H: 1.58226 0.39046 5.02978
H: 1.62237 0.72923 2.61417
C: -2.36532 -3.42232 -1.59998
C: -1.89477 -3.80402 -0.18801
C: -2.28875 -5.26865 0.10671
C: -2.59730 -2.87164 0.81732
Si: -0.00369 -3.75353 0.00845
C: 1.07912 -3.87912 -1.56591
C: 0.75098 -5.25310 -2.19022
C: 0.74625 -2.76083 -2.57112
C: 2.58943 -3.82887 -1.28743
C: 0.79615 -3.86199 1.73225
C: 1.29168 -5.32133 1.84735
C: -0.20265 -3.57909 2.86615
C: 1.97752 -2.88904 1.89792
H: -3.45092 -3.53516 -1.63334
H: -1.95662 -4.07073 -2.37473
H: -2.14022 -2.38007 -1.83685
H: -3.37339 -5.35433 0.01122
H: -2.01835 -5.57626 1.11943
H: -1.84121 -5.97137 -0.60047
H: -3.67058 -2.90605 0.61897
H: -2.27718 -1.83126 0.70327
H: -2.44633 -3.17077 1.85190
H: -0.30133 -5.36064 -2.45652
H: 1.02508 -6.07562 -1.52559
H: 1.33491 -5.36564 -3.10652
H: -0.28191 -2.80535 -2.92386
H: 1.39722 -2.88829 -3.43998
H: 0.92864 -1.76727 -2.14463
H: 2.91976 -4.62186 -0.61720
H: 2.90507 -2.86720 -0.87946
H: 3.11580 -3.97362 -2.23364
H: 0.47902 -6.04366 1.73485
H: 1.71572 -5.46048 2.84411
H: 2.07107 -5.56099 1.12173
H: -1.03895 -4.27891 2.87119
H: -0.58426 -2.55566 2.83485
H: 0.32412 -3.70377 3.81489
H: 2.76091 -3.03616 1.15880
H: 2.42582 -3.06637 2.87784
H: 1.63457 -1.84949 1.87532

Here are the Mulliken charges for atoms 1 to 8, given in e:
1 Pb 0.9239
2 N -0.0107
3 C 0.5097
4 C -1.3257
5 C 0.0491
6 N -0.2491
7 C -1.2417
8 C 0.1077

=====

[2]
The following is a quantum chemistry calculation of a single CH5NO molecule, from the Open Molecules 2025 dataset.

Output
Max |F| in eV Å⁻¹: 4.1
HOMO level in eV: -9.24
Structure (SMILES): CON
Energy relative to the best compared isomer or geometry (same formula, charge and spin) in kcal/mol: 59.7

Atoms and positions in Å:
C: 0.94284 0.40535 -0.01605
N: -1.43409 -0.40481 -0.01681
O: -0.70839 0.77076 -0.03555
H: 1.09836 -0.49552 -0.58214
H: 1.16832 0.33965 1.04079
H: 1.34648 1.30170 -0.46683
H: -1.27269 -0.90372 0.86291
H: -1.14083 -1.01340 -0.78632

Charges per atom according to natural (NBO) partitioning, unit e:
1 C -0.2840
2 N -0.5040
3 O -0.4140
4 H 0.1796
5 H 0.1890
6 H 0.1986
7 H 0.3179
8 H 0.3169

=====

[3]
The following is a quantum chemistry calculation of a molecular structure, C41H37Cl5OsP2, from the Open Molecules 2025 dataset.

Output
Expectation value of S²: 6.04
Max |F| in eV Å⁻¹: 6.5
Total charge: +2
2S+1: 5
HOMO level (alpha / beta) in eV: -12.97 / -12.97
Energy relative to the best compared isomer or geometry (same formula, charge and spin) in kcal/mol: 74.0

Atoms and positions in Å:
Os: 0.37185 -0.58163 1.20208
C: -2.20288 0.50635 4.43474
C: -2.90279 -0.17006 3.52308
C: -3.37855 0.27146 2.12471
C: -2.60738 0.88111 0.84718
C: -1.09522 0.99608 0.69720
C: -0.45313 1.55722 1.87178
C: -1.25346 2.43635 2.94263
C: -1.92799 1.94881 4.23662
C: 2.25046 -0.55789 0.92559
H: -1.46556 0.01115 5.18499
H: -2.93370 -1.27958 3.59452
H: -4.25318 0.95245 2.19451
H: -3.78150 -0.64999 1.68100
H: -3.05344 0.45883 -0.06986
H: -3.01743 1.90308 0.81384
H: -0.90138 1.48699 -0.28966
H: 0.45113 2.16718 1.62328
H: -2.03124 3.09457 2.50928
H: -0.48134 3.17868 3.21398
H: -1.24964 2.28318 5.01823
H: -2.88111 2.49365 4.31078
H: 2.35251 -1.55387 1.44815
H: 2.90747 0.14558 1.47495
H: 2.41834 -0.64793 -0.16259
P: -0.48947 -1.22721 -1.87046
P: 0.97597 0.82131 -1.84428
C: -1.48825 0.24205 -2.45105
C: -0.69569 1.37231 -2.46346
C: -0.56082 -2.20403 -3.39313
C: -1.52518 -1.97129 -4.37398
C: -1.61329 -2.80499 -5.49079
C: -0.77128 -3.92521 -5.59247
C: 0.21793 -4.17268 -4.60697
C: 0.28140 -3.33693 -3.48272
C: -1.55410 -2.13942 -0.74017
C: -0.87051 -2.32681 0.54293
C: -1.57421 -3.11527 1.52656
C: -2.91370 -3.35509 1.34060
C: -3.57369 -3.08618 0.12767
C: -2.88325 -2.53955 -0.95915
C: 1.85728 1.11422 -3.44200
C: 1.84999 0.06536 -4.38416
C: 2.42058 0.27176 -5.63631
C: 3.10231 1.47533 -5.90671
C: 3.14247 2.50331 -4.94727
C: 2.54966 2.30964 -3.69996
C: 1.63731 2.26654 -0.96009
C: 2.90011 2.09232 -0.38231
C: 3.43594 3.12293 0.35624
C: 2.74302 4.31928 0.49485
C: 1.50294 4.50131 -0.10614
C: 0.92581 3.47543 -0.86362
H: -2.46952 0.07527 -2.90482
H: -0.88395 2.35894 -2.90819
H: -2.25229 -1.17165 -4.24682
H: -2.36672 -2.58592 -6.26496
H: -0.89350 -4.62175 -6.44714
H: 0.89538 -5.03073 -4.72623
H: 0.94661 -3.60982 -2.66402
H: 0.26414 -2.41283 0.43199
H: -0.97382 -3.55344 2.35337
H: -3.54422 -3.75750 2.14152
H: -4.63633 -3.35573 -0.01203
H: -3.38960 -2.34451 -1.91995
H: 1.41368 -0.89706 -4.12175
H: 2.36423 -0.52331 -6.39042
H: 3.64293 1.59216 -6.84460
H: 3.65572 3.45570 -5.14250
H: 2.66096 3.08579 -2.94166
H: 3.39293 1.10917 -0.45016
H: 4.37265 2.94775 0.89590
H: 3.12492 5.08932 1.15823
H: 0.91937 5.40306 0.05591
H: -0.04769 3.56159 -1.32744
Cl: 1.35091 -3.36894 3.49074
C: 1.02242 -1.91962 4.38848
C: 0.95362 -0.69001 3.71243
C: 1.40871 0.36161 4.54136
Cl: 2.14553 1.76322 3.79502
C: 1.57671 0.24628 5.97943
Cl: 2.10537 1.57719 6.92887
C: 1.44836 -0.99806 6.62996
Cl: 1.73208 -1.15952 8.30885
C: 1.12064 -2.08874 5.81215
Cl: 1.02963 -3.61817 6.54587

Here are the Mulliken charges for atoms 1 to 8, given in e:
1 Os 1.1781
2 C -0.1365
3 C -0.3245
4 C -1.0039
5 C -1.4345
6 C 1.6781
7 C 0.0347
8 C -1.5458

=====

[4]
The following is a quantum chemistry calculation of a molecular structure, C37H46CaCl2N4, from the Open Molecules 2025 dataset.

Output
Max |F| in eV Å⁻¹: 1.8
HOMO level in eV: -6.43

Atoms and positions in Å:
Ca: 0.48841 -0.02216 -0.47260
C: 5.12400 -0.70330 3.79350
C: 3.70948 -0.42415 4.31319
C: 2.82780 0.20746 3.27906
C: 2.53814 1.53032 3.12653
C: 2.97432 2.66901 3.99521
C: 1.92182 3.04214 5.04490
C: 1.65647 1.63800 1.97107
C: 1.11209 2.82026 1.44689
C: 0.19072 2.97783 0.38410
C: -0.27459 4.23292 -0.17837
C: 0.21562 5.59629 0.20727
C: 1.54143 5.95336 -0.47482
C: -1.17727 3.91641 -1.15965
C: -1.26799 2.46782 -1.19337
C: -2.11541 1.69693 -2.02637
C: -2.18717 0.30156 -2.15525
N: -1.34968 -0.57761 -1.53910
C: -1.69033 -1.83249 -1.91466
C: -1.04270 -3.01272 -1.48138
C: -0.00364 -3.15870 -0.54653
N: 0.60410 -2.13262 0.10438
C: 1.45379 -2.64996 1.02928
C: 2.15959 -1.89696 1.98317
C: 2.13396 -0.50151 2.20926
N: 1.44790 0.39273 1.45965
C: 1.43430 -4.10646 0.92593
C: 0.53093 -4.42076 -0.04184
C: 0.14810 -5.78283 -0.53177
C: 0.89143 -6.17577 -1.81341
C: 2.21432 -5.04766 1.79015
C: 1.54551 -5.30239 3.14555
C: -2.82795 -1.76525 -2.82759
C: -3.13062 -0.44427 -2.97901
C: -4.24366 0.16244 -3.77420
C: -5.48510 0.45389 -2.92399
C: -3.53351 -2.94741 -3.41730
C: -4.47809 -3.63114 -2.42074
N: -0.41711 1.95147 -0.26849
C: -1.96054 4.86360 -2.01711
C: -3.33632 5.18547 -1.42439
H: 5.73861 -1.19099 4.55267
H: 5.09486 -1.34763 2.91195
H: 5.61545 0.22788 3.50224
H: 3.25679 -1.35563 4.66230
H: 3.76660 0.22820 5.18687
H: 3.91196 2.40948 4.49126
H: 3.19438 3.54089 3.37347
H: 1.70871 2.18994 5.69377
H: 2.26002 3.87134 5.66916
H: 0.98360 3.33220 4.56710
H: 1.43864 3.73846 1.92389
H: -0.54034 6.34267 -0.04705
H: 0.34033 5.65103 1.29198
H: 1.41817 5.97864 -1.56094
H: 1.91085 6.92979 -0.15444
H: 2.30507 5.20692 -0.24205
H: -2.80119 2.26281 -2.64837
H: -1.43114 -3.93681 -1.89572
H: 2.77715 -2.46985 2.66680
H: 0.34793 -6.51932 0.24921
H: -0.92976 -5.81894 -0.71023
H: 1.96991 -6.19167 -1.64211
H: 0.58625 -7.16366 -2.16404
H: 0.69612 -5.45468 -2.61005
H: 2.34262 -5.99676 1.26575
H: 3.22045 -4.65087 1.94588
H: 0.55597 -5.74316 3.00672
H: 2.13955 -5.98167 3.75999
H: 1.41257 -4.36868 3.69621
H: -3.89708 1.08959 -4.23793
H: -4.51145 -0.50416 -4.59625
H: -5.24124 1.13120 -2.10285
H: -6.27675 0.90981 -3.52140
H: -5.87598 -0.46593 -2.48438
H: -4.10246 -2.63012 -4.29338
H: -2.79895 -3.67194 -3.77960
H: -5.25051 -2.93604 -2.08452
H: -4.97031 -4.49629 -2.86977
H: -3.93414 -3.96754 -1.53570
H: -1.39464 5.78869 -2.14905
H: -2.08444 4.43963 -3.01637
H: -3.23205 5.65975 -0.44628
H: -3.90266 5.85738 -2.07212
H: -3.91964 4.27273 -1.28445
Cl: 2.91780 1.59552 -1.27650
C: 1.95409 2.21501 -2.63616
Cl: 0.99541 0.89446 -3.34132
H: 2.62187 2.60871 -3.38876
H: 1.27046 2.96582 -2.25266

Here are the Mulliken charges for atoms 1 to 8, given in e:
1 Ca 2.1622
2 C -1.1320
3 C -1.1951
4 C 0.6935
5 C 0.6418
6 C -1.2063
7 C -1.1318
8 C -0.1341